No. 1
A molecular structure, C32H39N5Sm at a distorted geometry. Source: OMol25; level of theory: ωB97M-V with the def2-TZVPD basis set.

M ... 644.059 Da
Orbital gap (alpha / beta) ... 4.7638 / 4.8280 eV
LUMO level (alpha / beta) ... 2.4 / 2.4 eV
Multiplicity ... 6
Charge ... -1
E_HOMO (alpha / beta) ... -0.0855 / -0.0879 Eh
Expectation value of S² ... 8.80

XYZ file:
```
77
Properties=species:S:1:pos:R:3:mulliken_charge:R:1
Sm -0.05 1.02 -0.91 0.72
N -2.29 2.36 0.59 -0.14
N 1.50 1.70 -2.43 -0.16
C 0.20 -2.01 0.34 0.81
C -0.77 -1.78 -0.69 -0.47
C -1.91 -1.18 -0.07 0.21
C -3.14 -0.68 -0.74 -1.67
H -3.17 -1.01 -1.78 0.30
H -3.17 0.43 -0.71 0.32
H -4.05 -1.01 -0.22 0.39
C -1.64 -1.01 1.32 1.37
C -2.58 -0.42 2.30 -1.58
H -3.40 -1.10 2.56 0.36
H -3.03 0.51 1.92 0.17
H -2.05 -0.17 3.23 0.38
C -0.35 -1.53 1.57 0.28
C 0.28 -1.58 2.92 -1.57
H 0.29 -0.58 3.38 0.17
H 1.32 -1.93 2.85 0.39
H -0.25 -2.26 3.61 0.32
C -0.58 -2.03 -2.15 -0.58
H -0.85 -3.06 -2.44 0.39
H 0.46 -1.86 -2.47 -0.14
H -1.22 -1.34 -2.75 0.28
C 1.53 -2.65 0.16 -1.03
H 2.25 -2.29 0.91 0.16
H 1.95 -2.40 -0.83 -0.04
H 1.49 -3.75 0.22 0.31
C -2.79 3.23 1.42 -0.17
H -3.57 2.91 2.23 0.13
C -2.36 4.64 1.30 -0.67
H -2.72 5.33 2.10 0.28
C -1.45 5.03 0.25 -0.25
H -1.01 6.11 0.30 0.23
C -1.24 4.13 -0.86 -0.42
H -0.49 4.33 -1.65 0.29
C -2.01 2.83 -1.20 0.60
C -2.34 2.00 -2.26 -1.04
H -2.40 0.88 -2.57 0.28
C 2.17 0.86 -1.72 -0.60
C 2.12 1.89 -3.63 -1.42
H 1.45 2.34 -4.30 0.50
C 3.31 1.19 -3.67 -0.15
H 4.11 1.15 -4.46 0.60
N 3.36 0.61 -2.39 0.43
C 4.10 -0.48 -2.00 0.39
C 4.29 -1.53 -2.90 1.16
C 5.16 -2.60 -2.53 -1.27
H 5.38 -3.39 -3.27 0.29
C 5.68 -2.61 -1.22 1.19
C 6.67 -3.66 -0.83 -1.51
H 6.57 -3.88 0.23 0.37
H 7.69 -3.29 -1.02 0.28
H 6.51 -4.56 -1.43 0.37
C 5.32 -1.65 -0.26 -1.21
H 5.69 -1.68 0.78 0.33
C 4.48 -0.58 -0.64 1.18
C 4.01 0.41 0.40 -1.50
H 3.78 1.42 0.01 0.18
H 4.79 0.52 1.15 0.63
H 3.11 0.07 0.95 0.13
C 3.51 -1.59 -4.19 -1.48
H 3.73 -0.76 -4.89 0.35
H 2.41 -1.63 -4.04 0.10
H 3.78 -2.51 -4.71 0.41
C 0.68 3.64 4.82 -0.96
N 0.89 3.25 3.43 0.38
C 1.76 3.86 2.54 -0.92
C 1.66 3.22 1.39 -0.52
N 0.72 2.20 1.46 0.86
C 0.27 2.25 2.74 -0.56
H 1.63 3.61 5.38 0.33
H 0.30 4.67 4.90 0.33
H -0.04 2.97 5.30 0.30
H 2.37 4.72 2.87 0.38
H 2.19 3.40 0.43 0.40
H -0.48 1.61 3.20 0.03
```

=====

No. 2
4 unconnected molecules or ions with the total composition C25H49F3N5O5S at a distorted geometry. Source: OMol25; level of theory: ωB97M-V with the def2-TZVPD basis set.

M ... 588.758 Da
Orbital gap ... 7.6025 eV
LUMO level ... -3.3 eV
Multiplicity ... 1
Charge ... +1
E_HOMO ... -0.4014 Eh

XYZ file:
```
88
Properties=species:S:1:pos:R:3:mulliken_charge:R:1
C 2.53 -1.33 2.13 -0.88
C 2.04 -1.38 0.65 -0.06
C 2.51 -0.17 -0.18 -0.98
C 1.36 0.63 -0.83 0.37
C 1.34 2.12 -0.44 -1.25
C -0.06 2.68 -0.21 -0.34
C -0.83 2.93 -1.51 -1.11
N -1.29 1.69 -2.13 0.04
C -2.27 1.00 -1.62 0.37
N -2.89 1.36 -0.49 -0.25
C -3.82 0.42 -0.33 -0.43
N -3.83 -0.50 -1.27 0.05
C -4.77 -1.64 -1.34 -0.99
C -4.40 -2.81 -0.45 -0.19
C -4.35 -2.52 1.05 -0.72
N -2.95 -2.31 1.48 -0.45
N -2.80 -0.17 -2.13 0.20
S -2.33 -1.01 -3.49 1.10
O -3.46 -1.37 -4.27 -0.64
O -1.34 -0.27 -4.19 -0.65
C -1.49 -2.55 -2.82 0.67
F -1.34 -2.42 -1.49 -0.15
F -0.28 -2.61 -3.37 -0.23
F -2.22 -3.62 -3.11 -0.22
H 3.12 -0.45 2.31 -0.04
H 3.14 -2.20 2.33 0.30
H 1.70 -1.35 2.83 0.28
H 2.46 -2.29 0.24 0.38
H 0.96 -1.51 0.62 0.02
H 3.13 0.49 0.40 0.66
H 3.16 -0.56 -0.97 0.35
H 0.40 0.15 -0.66 -0.22
H 1.54 0.58 -1.91 0.20
H 1.88 2.74 -1.15 0.30
H 1.88 2.22 0.51 0.53
H -0.59 1.98 0.43 0.24
H 0.00 3.62 0.32 0.38
H -1.66 3.61 -1.34 0.37
H -0.15 3.42 -2.21 0.48
H -0.83 1.42 -2.99 0.33
H -4.48 0.46 0.52 0.57
H -4.80 -1.98 -2.37 0.41
H -5.75 -1.24 -1.09 0.47
H -5.18 -3.56 -0.62 0.41
H -3.47 -3.28 -0.76 0.11
H -4.93 -1.63 1.32 0.20
H -4.78 -3.34 1.62 0.50
H -2.76 -2.83 2.32 0.24
H -2.75 -1.33 1.62 0.16
C 3.37 -4.42 -5.26 -0.53
C 2.18 -3.65 -5.83 -0.52
C 2.31 -2.32 -5.11 0.12
O 3.70 -2.11 -4.86 -0.44
C 4.42 -3.33 -5.12 -0.47
H 3.70 -5.25 -5.89 0.35
H 3.11 -4.83 -4.28 0.24
H 2.31 -3.51 -6.91 0.30
H 1.22 -4.13 -5.67 0.31
H 1.80 -2.34 -4.14 -0.10
H 1.92 -1.48 -5.69 0.25
H 4.98 -3.20 -6.05 0.28
H 5.12 -3.51 -4.32 0.28
C -3.68 6.46 1.41 -0.58
C -4.19 5.31 2.28 -0.61
C -3.71 4.10 1.50 -0.32
O -2.50 4.49 0.84 -0.19
C -2.35 5.91 0.93 -0.54
H -3.58 7.40 1.95 0.35
H -4.35 6.62 0.57 0.28
H -3.72 5.34 3.26 0.28
H -5.27 5.32 2.42 0.35
H -4.43 3.81 0.73 0.20
H -3.51 3.24 2.14 0.23
H -1.55 6.13 1.64 0.32
H -2.06 6.31 -0.05 0.29
C 5.03 0.56 6.19 -0.59
C 4.89 -0.70 7.05 -0.57
C 3.86 -1.50 6.27 -0.48
O 4.05 -1.16 4.89 -0.31
C 4.90 -0.02 4.79 -0.35
H 5.96 1.10 6.35 0.35
H 4.20 1.24 6.39 0.28
H 5.84 -1.23 7.09 0.26
H 4.58 -0.49 8.08 0.33
H 2.84 -1.23 6.56 0.28
H 3.98 -2.57 6.40 0.28
H 5.87 -0.35 4.41 0.27
H 4.48 0.69 4.08 0.23
```